i | Computed, not measured: C7H15NO as an isolated structure, with ωB97M-V/def2-TZVPD.

Structure (XYZ):
```
24
Properties=species:S:1:pos:R:3:lowdin_charge:R:1
C -2.2570 0.2859 -0.6686 -0.0948
C -0.8303 -0.1251 -0.7317 -0.4131
C -0.2365 -1.3874 -0.5233 -0.3779
C 1.0695 -0.9195 0.1030 -0.2056
C 2.4576 -0.5492 -0.3532 -0.0867
C 0.1232 0.5277 0.2692 -0.5217
C -0.3721 0.8708 1.5201 -0.1262
H -3.0215 0.0359 -1.5089 0.0815
H -2.2221 1.5497 -0.4202 0.1529
H -2.9952 -0.3118 0.2148 0.1339
H -0.5885 0.1539 -1.7247 0.1313
H -0.1558 -2.0419 -1.4477 0.1629
H -0.2209 -2.4763 1.3650 0.2675
H 1.0512 -1.5354 0.9808 0.0807
H 2.3382 0.0508 -1.2805 0.0574
H 3.1933 0.0663 0.3138 0.1059
H 3.0344 -1.6291 -0.5749 0.1287
H -0.6222 2.1183 1.5947 0.1305
H 0.5303 0.4876 2.4785 0.1685
H -1.5275 0.2847 1.6374 0.1391
H 0.9308 1.7965 -1.3358 0.0667
H 0.9966 2.8699 0.0129 0.1596
N 0.3857 1.9228 -0.4139 -0.0097
O -1.0610 -2.0453 0.4931 -0.1314
```

Computed properties:
HOMO energy in eV: -9.05
Lowest unoccupied orbital energy in eV: 0.56
Orbital gap in eV: 9.613
Net charge: 0

ii | Computed, not measured: a 2-piece molecular cluster, C7H15NO overall, with ωB97M-V/def2-TZVPD.

Structure (XYZ):
```
24
Properties=species:S:1:pos:R:3:lowdin_charge:R:1
C 0.9985 -1.2218 -1.6292 -0.2629
C 0.5910 -2.2783 -0.6107 -0.1149
C 1.4779 0.1056 -1.0530 -0.1949
C 2.1102 0.1402 0.1125 -0.0100
H 0.1472 -0.9820 -2.2731 0.0858
H 1.7791 -1.6238 -2.2874 0.1106
H 1.6763 0.8658 -1.7986 0.1013
H 0.1087 -3.1124 -1.1168 0.0706
H -0.1089 -1.8628 0.1099 0.0568
H 1.4602 -2.6561 -0.0774 0.0696
H 2.7066 0.9956 0.3883 0.0555
H 1.9447 -0.5802 0.8949 0.0566
C -1.1674 0.4895 2.4958 -0.0716
C -1.7904 0.9907 -0.9768 -0.0125
C -0.9098 1.2216 0.2135 -0.5245
O -1.0420 0.1903 1.1232 -0.1255
N -0.4320 2.3753 0.4086 0.1569
H 0.1043 2.4965 1.2652 0.0482
H -2.2251 0.6516 2.7463 0.0974
H -0.7955 -0.3723 3.0462 0.0903
H -0.5879 1.3706 2.7903 0.0776
H -1.5341 1.6886 -1.7643 0.0831
H -2.8287 1.1432 -0.6890 0.0888
H -1.6830 -0.0353 -1.3185 0.0675
```

Computed properties:
HOMO energy in eV: -9.29
Structure (SMILES): [H]/N=C(/C)OC.C=CCC
Lowest unoccupied orbital energy in eV: 0.95
Orbital gap in eV: 10.240
Net charge: 0

Short version: ii, i, most stable first.

i | Computed, not measured: a 2-piece molecular cluster, C4HNO2 overall, with ωB97M-V/def2-TZVPD.

Structure (XYZ):
```
8
Properties=species:S:1:pos:R:3:lowdin_charge:R:1
C 0.1943 -0.4543 -0.8090 -0.2174
C 0.7575 0.4412 -1.3828 0.0924
C 0.9408 2.3014 2.2682 -0.0039
C -1.4886 -1.7892 0.2495 -0.2644
N -0.4210 -1.3425 -0.0567 0.1516
O 1.2124 2.0925 1.1951 0.0022
O -2.4167 -2.3629 0.6567 0.1878
H 1.2213 1.1138 -2.1211 0.0516
```

Computed properties:
HOMO energy in eV: -9.87
Lowest unoccupied orbital energy in eV: 0.54
Orbital gap in eV: 10.405
Net charge: 0

ii | Computed, not measured: C4HNO2 in the gas phase, with ωB97M-V/def2-TZVPD.

Structure (XYZ):
```
8
Properties=species:S:1:pos:R:3:lowdin_charge:R:1
C 0.7502 -0.9168 -0.2655 -0.0891
C -0.4377 -0.5566 -0.7119 0.0085
C 0.0405 1.6916 1.2359 0.1025
C -1.4559 0.2155 -0.6524 -0.2459
N 0.8199 0.8413 1.1080 -0.0885
O -2.4856 0.7354 -0.7904 0.1816
O 1.4578 -0.2436 0.6950 0.0050
H 1.3108 -1.7667 -0.6188 0.1260
```

Computed properties:
HOMO energy in eV: -9.91
Lowest unoccupied orbital energy in eV: -0.80
Orbital gap in eV: 9.105
Net charge: 0

Short version: i, ii, most stable first.

i | Computed, not measured: a 2-piece molecular cluster, C6H8INO overall, with ωB97M-V/def2-TZVPD.

Structure (XYZ):
```
17
Properties=species:S:1:pos:R:3:lowdin_charge:R:1
C -2.1739 -0.1476 0.1217 -0.0708
C -0.9251 -0.1700 -0.3709 -0.2645
C 1.5695 1.7930 0.2121 -0.3508
C -0.3897 0.9786 -1.1690 -0.1471
C -3.3766 -0.4437 0.5401 -0.0037
C 0.0280 -1.2326 0.1333 -0.0448
N 0.8888 1.2679 -0.5960 0.1109
O 2.3035 2.1401 1.0320 0.1493
I 5.8108 -0.5984 -0.0906 0.3067
H -0.3184 0.9501 -2.2652 0.1308
H -1.0350 1.7659 -0.9348 0.1007
H -3.7232 0.1999 1.4486 0.0917
H 4.8484 -0.9023 1.2344 -0.3025
H -4.1580 -0.9492 -0.0118 0.0505
H -0.3605 -1.7726 1.0462 0.1056
H 1.0893 -0.8382 0.1724 0.0947
H -0.0779 -2.0409 -0.5026 0.0431
```

Computed properties:
HOMO energy in eV: -9.34
Structure (SMILES): C=C=C(C)CN=C=O.I
Lowest unoccupied orbital energy in eV: 0.44
Orbital gap in eV: 9.776
Net charge: 0

ii | Computed, not measured: a 2-piece molecular cluster, C6H8INO overall, with ωB97M-V/def2-TZVPD.

Structure (XYZ):
```
17
Properties=species:S:1:pos:R:3:lowdin_charge:R:1
C 0.5239 1.8469 -1.5318 -0.3609
C 0.2138 2.2303 -0.3687 -0.1076
C 1.2055 -0.0898 0.4733 -0.4918
C 0.2091 2.9737 0.8079 -0.1237
C -1.2998 -2.5813 0.5121 -0.0420
C -0.4034 -1.7860 -0.4130 -0.1857
N 0.8227 1.3279 -2.5616 0.1555
O 0.1221 -0.6705 0.3508 -0.1822
I 3.0423 -0.6543 -0.6684 0.5596
H 0.6402 3.9679 0.4111 0.1259
H 0.9426 2.4176 1.5213 0.1128
H -0.7789 3.0052 1.3621 0.1012
H -0.8949 -2.6771 1.5129 0.0896
H -2.1840 -2.1036 0.6171 0.0389
H -1.4418 -3.5689 0.0649 0.0953
H -1.0391 -1.3055 -1.1534 0.1331
H 0.3196 -2.3324 -0.9366 0.0821
```

Computed properties:
HOMO energy (spin up / spin down) in eV: -8.07 / -8.03
Lowest unoccupied orbital energy (spin up / spin down) in eV: -1.14 / -1.20
Orbital gap (spin up / spin down) in eV: 6.932 / 6.832
Net charge: 0

Short version: i, ii, most stable first.

i | Computed, not measured: a 2-piece molecular cluster, C9H16N3O2 overall, with ωB97M-V/def2-TZVPD.

Structure (XYZ):
```
30
Properties=species:S:1:pos:R:3:lowdin_charge:R:1
C -1.1618 1.2859 3.3707 -0.0601
C -1.1931 2.5452 2.4653 -0.2180
O -0.3443 2.4000 1.3166 -0.1235
C -0.8703 1.5449 0.3718 -0.1541
N 0.1838 1.2600 -0.6338 0.0079
C 0.0316 0.2046 -1.4488 -0.0273
C 0.9667 -0.1419 -2.3707 -0.0095
C 2.1178 0.6396 -2.4957 0.0185
C 2.2551 1.7404 -1.6571 -0.0037
C 1.2692 2.0233 -0.7466 0.0019
H -1.8343 0.5343 2.9403 0.0683
H -0.1418 0.8846 3.4058 0.0862
H -1.4784 1.6116 4.3665 0.0865
H -2.2125 2.8798 2.2277 0.1293
H -0.7397 3.3503 3.0576 0.1263
H -1.1948 0.5727 0.7811 0.1408
H -1.7563 1.9508 -0.1518 0.1648
H -0.8612 -0.4183 -1.3838 0.1478
H 0.8543 -0.9982 -3.0241 0.1168
H 2.9066 0.4399 -3.2170 0.1318
H 3.1175 2.3986 -1.7216 0.1305
H 1.4095 2.8994 -0.1195 0.1542
C -0.2008 -3.3952 -1.0841 -0.6547
O -0.2796 -2.6708 -2.0715 -0.0007
N -0.6286 -4.6814 -1.0944 0.1695
N 0.3245 -2.9677 0.1037 0.1629
H -0.5742 -5.2935 -0.3020 0.1049
H -1.0195 -5.0285 -1.9521 0.1154
H 0.6568 -2.0237 0.1480 0.0843
H 0.3977 -3.5465 0.9195 0.1031
```

Computed properties:
HOMO energy in eV: -13.10
Lowest unoccupied orbital energy in eV: -3.93
Orbital gap in eV: 9.171
Net charge: +1

ii | Computed, not measured: a 2-piece molecular cluster, C9H16N3O2 overall, with ωB97M-V/def2-TZVPD.

Structure (XYZ):
```
30
Properties=species:S:1:pos:R:3:lowdin_charge:R:1
C 2.2141 2.3553 0.1212 -0.5962
C -2.3413 -0.6240 -1.4829 -0.1679
C -1.6359 0.7301 -1.3742 -0.1934
C -2.0934 -1.3939 -0.2186 -0.1561
C -0.1471 0.6405 -1.6513 -0.0850
C -0.5710 -1.5361 0.0257 -0.1242
C 0.3797 -0.4174 -0.5620 -0.1078
C 3.6432 2.8625 0.4988 0.0694
C -0.5203 -2.4745 2.3799 0.0198
N 0.4040 -0.4292 1.7654 0.1688
N -0.1219 -1.5078 1.4643 -0.1091
N 0.4745 0.3495 0.7572 0.1294
O 1.4660 2.9270 -0.6443 0.1124
O 2.0777 1.2840 0.7780 0.1465
H -3.5057 -0.4837 -1.5476 0.1653
H -2.0154 -1.1837 -2.3559 0.1213
H -1.9241 1.4932 -1.9987 0.0909
H -1.8450 1.1697 -0.3930 0.1267
H -2.5678 -0.9650 0.6284 0.1143
H -2.5620 -2.3362 -0.3281 0.1084
H -0.0425 0.3413 -2.6687 0.1208
H 0.4326 1.5039 -1.4139 0.0641
H -0.3181 -2.5147 -0.5020 0.1836
H 1.3876 -0.6243 -0.8168 0.1353
H 4.1313 2.4281 -0.3253 0.0753
H 4.0252 2.5364 1.5087 0.1134
H 3.5354 4.0018 0.4917 0.1343
H 0.2623 -2.7590 3.0325 0.1041
H -1.3768 -2.0547 2.9735 0.1426
H -0.8451 -3.3192 1.8580 0.0933
```

Computed properties:
HOMO energy (spin up / spin down) in eV: -13.85 / -13.85
Lowest unoccupied orbital energy (spin up / spin down) in eV: -6.29 / -6.29
Orbital gap (spin up / spin down) in eV: 7.564 / 7.559
Net charge: +1

Short version: i, ii, most stable first.

i | Computed, not measured: a 2-piece molecular cluster, C3H11N2 overall, with ωB97M-V/def2-TZVPD.

Structure (XYZ):
```
16
Properties=species:S:1:pos:R:3:lowdin_charge:R:1
C 1.9835 -0.8735 -0.0873 0.0402
C 2.2817 0.5717 0.2051 0.0113
H 2.3701 -1.4387 0.7781 0.1607
H 2.5351 -1.3185 -0.9526 0.1886
H 0.9242 -0.8492 -0.4016 0.1217
H 3.3631 0.6724 0.3966 0.1648
H 1.8933 1.2611 -0.5524 0.1265
H 1.8213 0.8764 1.1974 0.1827
N -2.3805 -0.0743 0.9899 0.1928
C -2.1081 -0.3134 -0.2676 -0.1560
N -2.0465 0.7136 -1.1034 0.2014
H -2.4134 0.7971 1.5100 0.1572
H -2.5120 -0.8710 1.6059 0.1492
H -1.9748 -1.3624 -0.5093 0.1713
H -1.7248 0.5375 -2.0358 0.1356
H -2.0121 1.6713 -0.7729 0.1518
```

Computed properties:
HOMO energy (spin up / spin down) in eV: -19.64 / -19.64
2S+1: 2
Lowest unoccupied orbital energy (spin up / spin down) in eV: -7.51 / -14.84
Orbital gap (spin up / spin down) in eV: 12.140 / 4.808
Net charge: +2

ii | Computed, not measured: an isolated ion of composition C3H11N2 and charge +2, with ωB97M-V/def2-TZVPD.

Structure (XYZ):
```
16
Properties=species:S:1:pos:R:3:lowdin_charge:R:1
N 0.7037 -1.6016 -1.0090 0.2255
C -0.1157 -1.1651 0.1141 -0.1957
C 0.3801 0.0288 0.8031 -0.1788
N 0.1993 1.2117 -0.0934 0.1615
C -1.1345 1.6598 0.2205 -0.0281
H 1.6256 -2.0896 -0.6213 0.2611
H 0.2039 -2.1462 -1.6022 0.1277
H 1.0448 -0.7171 -1.5514 0.2263
H -1.1554 -0.9335 -0.2314 0.1596
H -0.3146 -1.9374 0.8875 0.1732
H -0.0718 0.0313 1.9556 0.2436
H 1.4965 -0.0303 0.9593 0.1587
H 0.8121 1.9341 0.3759 0.2142
H -1.6351 1.3747 1.2012 0.1701
H -1.7514 1.3647 -0.6244 0.1431
H -1.3546 2.7381 0.1420 0.1380
```

Computed properties:
HOMO energy (spin up / spin down) in eV: -22.25 / -22.12
2S+1: 2
Lowest unoccupied orbital energy (spin up / spin down) in eV: -7.78 / -14.07
Orbital gap (spin up / spin down) in eV: 14.467 / 8.049
Net charge: +2

Short version: i, ii, most stable first.

i | Computed, not measured: a 2-piece molecular cluster, C5H14NO2 overall, with ωB97M-V/def2-TZVPD.

Structure (XYZ):
```
22
Properties=species:S:1:pos:R:3:lowdin_charge:R:1
C -1.6426 0.5865 0.5651 -0.5270
O -1.9546 0.4228 1.8535 -0.3322
C -0.8406 -0.6611 0.1064 -0.3528
C 0.5337 -0.6079 0.8234 -0.3613
C 1.4778 0.4945 0.3968 -0.0937
C 1.2780 -1.8344 0.3374 -0.1336
N -0.6941 -0.7863 -1.4015 0.0292
H -2.6211 0.6641 -0.1116 0.1054
H -1.1600 1.5698 0.4030 0.0699
H -1.3321 -1.4886 0.5881 0.1186
H 0.3590 -0.5992 1.8998 0.1313
H 1.1148 1.2173 -0.3311 0.0397
H 1.5777 1.2299 1.2336 0.0927
H 2.5065 0.3884 0.2147 0.0485
H 1.8635 -1.7752 -0.5735 0.0649
H 0.6601 -2.7356 0.2927 0.0713
H 2.0525 -2.2300 0.9891 0.0589
H 0.1121 -0.2533 -1.7177 0.0425
H -1.6385 -0.4680 -1.7036 0.0621
H 0.2159 2.3058 -1.4284 -0.0118
H -1.1844 1.9344 -0.9658 -0.0147
O -0.6839 2.6262 -1.4704 -0.1082
```

Computed properties:
HOMO energy in eV: -2.68
Lowest unoccupied orbital energy in eV: 3.66
Orbital gap in eV: 6.334
Net charge: -1

ii | Computed, not measured: a 2-piece molecular cluster, C5H14NO2 overall, with ωB97M-V/def2-TZVPD.

Structure (XYZ):
```
22
Properties=species:S:1:pos:R:3:lowdin_charge:R:1
C 0.7613 -0.9874 -2.5517 -0.0993
C 0.9037 -1.0841 -1.0576 -0.2929
N 1.6221 0.1063 -0.5289 -0.0598
C 0.7660 -0.6032 1.6612 -0.1319
C 1.1195 0.5663 0.8241 -0.3733
C -0.2148 1.4642 0.6450 -0.4261
O -1.3984 1.1318 1.1337 -0.3076
H 1.4016 -0.4138 -3.0709 0.0165
H -0.2483 -0.6847 -2.7887 0.0726
H 0.9156 -1.9781 -2.9815 0.0667
H 1.4339 -1.9504 -0.7200 0.0856
H -0.1294 -1.2260 -0.5697 0.1095
H 1.6508 0.8885 -1.1272 0.0548
H 0.1811 -0.1916 2.5275 0.0824
H 0.0303 -1.3542 1.1981 0.0910
H 1.7020 -1.0153 2.1616 0.0818
H 1.9742 1.1471 1.3170 0.1285
H -0.1086 2.3670 1.3059 0.0832
H -0.3604 1.7918 -0.4417 0.0992
H -2.1263 0.0353 0.5773 -0.0451
H -3.2386 0.3315 -0.3933 -0.0118
O -2.9074 -0.4600 0.0641 -0.2243
```

Computed properties:
HOMO energy in eV: -2.94
Lowest unoccupied orbital energy in eV: 3.95
Orbital gap in eV: 6.889
Net charge: -1

Short version: ii, i, most stable first.